C32H30N3O2OsSb | the ωB97M-V functional and the def2-TZVPD basis

CARTESIAN COORDINATES (ANGSTROEM)
N (0.313, -1.620, 1.378)
C (0.554, -2.001, 2.457)
C (0.846, -2.766, 3.633)
H (1.429, -3.655, 3.365)
H (-0.091, -3.065, 4.114)
H (1.427, -2.153, 4.330)
N (-1.979, 1.175, 0.017)
C (-2.615, 2.145, 0.178)
C (-3.510, 3.247, 0.288)
H (-4.363, 2.964, 0.916)
H (-3.852, 3.538, -0.712)
H (-2.977, 4.086, 0.748)
N (0.505, -1.115, -1.901)
C (0.975, -1.059, -2.962)
C (1.518, -1.313, -4.266)
H (1.946, -0.393, -4.670)
H (0.729, -1.674, -4.933)
H (2.309, -2.066, -4.200)
Os (0.015, 0.132, 0.214)
C (0.274, 1.517, -1.072)
O (0.452, 2.354, -1.859)
C (-0.051, 1.062, 1.819)
O (-0.002, 1.634, 2.845)
C (-2.407, -2.196, 0.821)
C (-1.558, -2.977, 0.033)
C (-1.454, -2.731, -1.330)
C (-2.194, -1.705, -1.923)
C (-3.054, -0.945, -1.146)
C (-3.163, -1.195, 0.228)
H (-2.545, -2.427, 1.882)
H (-1.022, -3.828, 0.464)
H (-0.826, -3.384, -1.941)
H (-2.139, -1.529, -3.002)
H (-3.667, -0.174, -1.623)
H (-3.879, -0.630, 0.833)
C (6.348, -1.075, 3.579)
C (5.136, -0.559, 4.049)
C (4.114, -0.198, 3.151)
C (4.297, -0.322, 1.774)
C (5.500, -0.853, 1.303)
C (6.522, -1.225, 2.200)
Sb (2.654, 0.408, 0.389)
C (3.246, 2.535, 0.956)
C (2.283, 3.548, 0.976)
C (2.611, 4.852, 1.386)
C (3.920, 5.160, 1.772)
C (4.899, 4.160, 1.732)
C (4.559, 2.859, 1.312)
C (3.781, 0.314, -1.508)
C (4.141, 1.474, -2.197)
C (4.795, 1.388, -3.437)
C (5.147, 0.150, -3.978)
C (4.841, -1.004, -3.254)
C (4.167, -0.923, -2.027)
H (7.139, -1.361, 4.277)
H (4.982, -0.441, 5.123)
H (3.174, 0.191, 3.550)
H (5.668, -0.992, 0.234)
H (7.459, -1.633, 1.818)
H (1.255, 3.346, 0.663)
H (1.835, 5.624, 1.401)
H (4.172, 6.170, 2.100)
H (5.927, 4.389, 2.026)
H (5.352, 2.106, 1.282)
H (3.910, 2.458, -1.784)
H (5.039, 2.299, -3.984)
H (5.661, 0.082, -4.942)
H (5.120, -1.980, -3.652)
H (3.946, -1.847, -1.486)

Output
- Gap between HOMO and LUMO (spin up / spin down): 6.05 / 2.93 eV
- Multiplicity: 5
- Total charge: +4
- Expectation value of S²: 6.061
- LUMO energy (spin up / spin down): -0.42786 / -0.56396 Ha
- HOMO level (spin up / spin down): -17.69 / -18.27 eV

H3NO4S | the ωB97M-V functional and the def2-TZVPD basis

CARTESIAN COORDINATES (ANGSTROEM)
N (-0.588, -1.409, -1.131)
O (-0.833, -0.254, -0.297)
S (0.488, 0.688, 0.307)
O (1.268, 1.371, -0.764)
O (1.354, -0.108, 1.146)
O (-0.227, 1.782, 1.280)
H (-0.599, -2.315, -0.614)
H (-1.205, -1.453, -1.954)
H (0.342, 1.698, 2.027)

Output
- Gap between HOMO and LUMO: 10.41 eV
- Multiplicity: 1
- SMILES string: NOS(=O)(=O)O
- LUMO energy: -0.00257 Ha
- HOMO level: -10.48 eV
- Relative energy (zero: lowest compared OMol25 entry of this formula, charge and spin): 0.00 kJ/mol

C5H8O2 | the ωB97M-V functional and the def2-TZVPD basis

CARTESIAN COORDINATES (ANGSTROEM)
C (-1.255, 0.717, 1.437)
C (-0.407, -0.227, 1.030)
O (0.064, -1.226, 1.808)
C (0.238, -0.173, -0.336)
C (-0.647, -0.056, -1.548)
C (1.631, 0.275, -0.302)
O (1.314, -1.112, -0.475)
H (-1.628, 0.804, 2.452)
H (-1.528, 1.501, 0.740)
H (0.716, -1.703, 1.251)
H (-0.027, -0.144, -2.443)
H (-1.384, -0.868, -1.552)
H (-1.190, 0.894, -1.569)
H (2.045, 0.520, 0.679)
H (2.083, 0.751, -1.169)

Output
- Gap between HOMO and LUMO: 9.71 eV
- Multiplicity: 1
- SMILES string: C=C(O)[C@@]1(C)CO1
- LUMO energy: 0.03305 Ha
- HOMO level: -8.81 eV
- Relative energy (zero: lowest compared OMol25 entry of this formula, charge and spin): 177.51 kJ/mol

C35H77B3INO7 | the ωB97M-V functional and the def2-TZVPD basis

CARTESIAN COORDINATES (ANGSTROEM)
C (-1.342, 4.944, -2.791)
C (-0.797, 3.990, -1.729)
O (-1.496, 4.273, -0.510)
C (-1.978, 3.066, 0.073)
C (-2.661, 3.329, 1.414)
O (-2.365, 2.247, 2.289)
C (-3.168, 1.096, 2.037)
C (-2.196, -0.042, 1.685)
O (-2.792, -1.084, 0.970)
C (-2.711, -0.885, -0.441)
B (-1.330, -1.363, -1.048)
O (-0.259, -1.473, -0.201)
B (0.889, -1.941, -0.814)
C (1.860, -3.017, -0.233)
C (2.104, -2.955, 1.291)
C (2.022, -1.563, 1.906)
C (3.068, -0.556, 1.364)
N (4.154, -1.176, 0.584)
C (4.575, -0.250, -0.480)
C (5.267, -1.557, 1.413)
C (5.943, -0.561, 2.337)
O (5.644, -2.675, 1.398)
O (1.178, -1.402, -2.070)
B (0.051, -1.122, -2.793)
C (0.203, -0.160, -4.040)
I (0.480, -1.417, -5.794)
C (1.456, 0.692, -3.918)
C (1.398, 1.646, -2.701)
O (-1.175, -1.631, -2.394)
H (-1.864, 5.743, -2.281)
H (-0.547, 5.331, -3.422)
H (-2.044, 4.443, -3.450)
H (-0.979, 2.961, -2.028)
H (0.281, 4.096, -1.599)
H (-1.134, 2.391, 0.195)
H (-2.721, 2.630, -0.608)
H (-3.746, 3.380, 1.312)
H (-2.329, 4.275, 1.831)
H (-3.689, 0.867, 2.964)
H (-3.835, 1.232, 1.186)
H (-1.367, 0.425, 1.154)
H (-1.769, -0.426, 2.609)
H (-3.532, -1.436, -0.893)
H (-2.820, 0.188, -0.636)
H (2.776, -2.986, -0.810)
H (1.406, -3.989, -0.456)
H (3.116, -3.312, 1.457)
H (1.470, -3.660, 1.817)
H (1.024, -1.143, 1.884)
H (2.242, -1.688, 2.969)
H (2.532, 0.098, 0.677)
H (3.416, 0.084, 2.176)
H (5.622, -0.363, -0.752)
H (3.960, -0.451, -1.357)
H (4.417, 0.805, -0.233)
H (5.222, -0.303, 3.112)
H (6.774, -1.033, 2.835)
H (6.213, 0.357, 1.822)
H (-0.681, 0.447, -4.200)
H (2.333, 0.064, -3.834)
H (1.591, 1.287, -4.816)
H (0.499, 1.532, -2.092)
H (1.402, 2.669, -3.063)
H (2.269, 1.532, -2.065)
C (-6.347, -1.800, 5.802)
C (-6.308, -2.759, 4.616)
C (-5.447, -3.997, 4.865)
C (-3.966, -3.713, 5.114)
C (-3.262, -2.946, 3.995)
C (-3.239, -3.691, 2.665)
H (-5.356, -1.406, 6.035)
H (-6.995, -0.949, 5.585)
H (-6.734, -2.298, 6.693)
H (-5.962, -2.228, 3.725)
H (-7.328, -3.087, 4.398)
H (-5.552, -4.676, 4.014)
H (-5.846, -4.538, 5.729)
H (-3.451, -4.667, 5.269)
H (-3.852, -3.157, 6.049)
H (-2.230, -2.754, 4.305)
H (-3.727, -1.965, 3.856)
H (-2.736, -4.656, 2.768)
H (-2.705, -3.109, 1.919)
H (-4.247, -3.870, 2.284)
C (8.913, -6.150, -2.246)
C (9.896, -5.083, -1.776)
C (9.417, -4.319, -0.542)
C (8.126, -3.522, -0.735)
C (8.167, -2.487, -1.858)
C (9.203, -1.389, -1.632)
H (7.957, -5.716, -2.543)
H (9.312, -6.686, -3.109)
H (8.725, -6.880, -1.456)
H (10.106, -4.390, -2.596)
H (10.847, -5.566, -1.535)
H (10.216, -3.648, -0.211)
H (9.265, -5.028, 0.277)
H (7.887, -3.016, 0.204)
H (7.296, -4.209, -0.920)
H (7.178, -2.024, -1.936)
H (8.351, -2.973, -2.820)
H (9.009, -0.858, -0.698)
H (9.174, -0.661, -2.445)
H (10.216, -1.793, -1.591)
C (-6.649, 4.539, 0.229)
C (-5.959, 4.350, -1.119)
C (-5.152, 5.570, -1.563)
C (-5.969, 6.843, -1.785)
C (-7.099, 6.716, -2.806)
C (-6.608, 6.383, -4.212)
H (-7.374, 5.354, 0.201)
H (-7.186, 3.633, 0.515)
H (-5.920, 4.758, 1.012)
H (-6.701, 4.086, -1.878)
H (-5.279, 3.495, -1.047)
H (-4.611, 5.317, -2.480)
H (-4.384, 5.778, -0.811)
H (-5.289, 7.639, -2.106)
H (-6.391, 7.177, -0.833)
H (-7.642, 7.664, -2.840)
H (-7.822, 5.962, -2.482)
H (-5.920, 7.150, -4.575)
H (-7.447, 6.330, -4.908)
H (-6.095, 5.421, -4.244)

Output
- Gap between HOMO and LUMO: 9.51 eV
- Multiplicity: 1
- LUMO energy: 0.00527 Ha
- HOMO level: -9.36 eV